Entry 1:
Density functional theory data (the ωB97M-V functional and the def2-TZVPD basis) for a molecular structure, C26H22Cl4CrN6O2S3Te.

Gap between HOMO and LUMO (spin up / spin down) (eV): 3.72 / 5.50
Energy above the lowest of the compared OMol25 structures with the same formula, charge and spin (kcal per mole): 47.6
Total charge: -2
2S+1: 5

Atoms and positions in Å:
Cr (-1.965, 0.799, -0.474)
S (-2.079, 2.348, 1.359)
C (-3.789, 2.251, 1.247)
S (-4.411, 1.302, -0.010)
C (-4.720, 2.949, 2.110)
C (-4.329, 3.695, 3.189)
N (-4.227, 4.283, 4.190)
C (-5.985, 3.219, 1.524)
N (-7.031, 3.607, 1.128)
Cl (0.961, -3.169, -5.115)
C (0.612, -1.902, -4.025)
C (1.662, -1.041, -3.616)
Cl (3.309, -1.219, -4.147)
C (1.449, -0.048, -2.629)
Cl (2.660, 0.922, -1.961)
C (0.164, 0.084, -2.051)
O (-0.055, 0.855, -1.008)
C (-0.929, -0.609, -2.667)
O (-2.155, -0.421, -2.143)
C (-0.700, -1.615, -3.604)
Cl (-2.023, -2.423, -4.360)
C (0.513, -4.161, 0.634)
N (-0.410, -3.219, 1.271)
C (-1.208, -2.368, 0.570)
S (-1.487, -0.892, 1.265)
N (-1.750, -2.698, -0.599)
C (-2.013, -3.992, -1.122)
H (1.492, -3.955, 1.029)
H (0.542, -4.067, -0.461)
H (0.191, -5.203, 0.848)
H (0.085, -2.688, 1.997)
H (-2.225, -1.976, -1.126)
H (-2.143, -4.751, -0.305)
H (-1.282, -4.307, -1.884)
H (-3.025, -3.989, -1.557)
N (-3.755, 1.294, -3.560)
C (-3.320, 2.342, -2.871)
C (-3.935, 3.517, -3.327)
C (-3.316, 4.726, -3.075)
C (-2.026, 4.683, -2.481)
C (-1.518, 3.461, -2.031)
N (-2.257, 2.339, -2.007)
H (-4.780, 1.308, -3.743)
H (-3.442, 0.368, -3.299)
H (-4.852, 3.460, -3.989)
H (-3.752, 5.663, -3.424)
H (-1.376, 5.529, -2.430)
H (-0.553, 3.304, -1.574)
C (3.909, -0.199, 1.698)
Te (2.163, 0.891, 2.600)
C (3.154, 0.205, 4.437)
C (4.545, -0.331, 4.131)
C (5.431, -0.610, 5.128)
C (6.714, -0.998, 4.813)
C (7.179, -1.019, 3.519)
C (6.252, -0.862, 2.485)
C (4.940, -0.505, 2.743)
H (4.272, 0.421, 0.859)
H (3.437, -1.098, 1.179)
H (2.538, -0.442, 5.053)
H (3.303, 1.107, 5.067)
H (5.106, -0.538, 6.208)
H (7.420, -1.203, 5.622)
H (8.174, -1.318, 3.292)
H (6.648, -1.094, 1.481)

Entry 2:
Density functional theory data (the ωB97M-V functional and the def2-TZVPD basis) for a molecular structure, C19H21AgN5O.

Gap between HOMO and LUMO (spin up / spin down) (eV): 4.77 / 3.65
Energy above the lowest of the compared OMol25 structures with the same formula, charge and spin (kcal per mole): 20.3
Total charge: -1

Atoms and positions in Å:
Ag (-0.302, -0.896, -0.578)
C (2.485, 0.561, -1.211)
N (1.856, -0.065, -0.048)
C (2.566, -1.288, 0.345)
C (1.909, -1.866, 1.557)
N (2.070, -1.427, 2.772)
C (1.212, -2.202, 3.540)
C (0.959, -2.171, 4.909)
C (0.020, -3.049, 5.415)
C (-0.664, -3.947, 4.580)
C (-0.421, -3.999, 3.222)
C (0.532, -3.118, 2.722)
N (1.026, -2.902, 1.453)
C (1.734, 1.782, -1.624)
N (1.947, 2.983, -1.164)
C (0.984, 3.766, -1.785)
C (0.729, 5.130, -1.671)
C (-0.320, 5.657, -2.401)
C (-1.108, 4.848, -3.235)
C (-0.865, 3.494, -3.367)
C (0.193, 2.972, -2.631)
N (0.719, 1.705, -2.526)
H (2.443, -0.178, -2.016)
H (3.529, 0.835, -1.026)
H (1.824, 0.582, 0.733)
H (3.630, -1.126, 0.544)
H (2.454, -1.982, -0.493)
H (1.481, -1.468, 5.545)
H (-0.204, -3.041, 6.474)
H (-1.405, -4.609, 5.011)
H (-0.954, -4.684, 2.576)
H (0.601, -3.172, 0.568)
H (1.335, 5.747, -1.021)
H (-0.546, 6.713, -2.327)
H (-1.928, 5.294, -3.783)
H (-1.477, 2.867, -4.002)
H (0.282, 0.823, -2.786)
C (-2.602, 0.498, -2.399)
O (-3.141, -0.540, -1.647)
C (-2.332, -1.029, -0.623)
C (-3.069, -2.222, -0.065)
H (-2.219, 1.297, -1.750)
H (-3.382, 0.890, -3.057)
H (-1.759, 0.111, -3.010)
H (-3.349, -2.970, -0.821)
H (-4.006, -1.886, 0.405)
H (-2.465, -2.720, 0.697)

Entry 3:
Density functional theory data (the ωB97M-V functional and the def2-TZVPD basis) for a molecular structure, C42H59F5IrN4O4PTe.

Gap between HOMO and LUMO (spin up / spin down) (eV): 5.63 / 4.58
Energy above the lowest of the compared OMol25 structures with the same formula, charge and spin (kcal per mole): 0.0
Total charge: +1
2S+1: 2

Atoms and positions in Å:
Ir (0.161, 0.512, -0.087)
C (1.327, -1.459, 5.827)
C (1.773, -0.083, 5.331)
C (0.973, 0.404, 4.166)
C (-0.098, 1.245, 4.170)
C (-0.805, 1.865, 5.331)
C (-2.157, 1.200, 5.601)
C (-0.443, 1.473, 2.787)
N (0.334, 0.699, 1.968)
C (1.239, 0.084, 2.785)
C (2.322, -0.648, 2.335)
C (2.659, -0.863, 1.021)
C (3.824, -1.577, 0.584)
C (4.836, -2.211, 1.483)
C (4.424, -3.623, 1.906)
C (3.802, -1.585, -0.779)
C (2.630, -0.869, -1.191)
C (2.243, -0.709, -2.501)
C (1.165, 0.035, -2.943)
N (0.365, 0.758, -2.113)
C (-0.401, 1.547, -2.917)
C (-1.164, 2.611, -2.465)
C (-1.320, 2.985, -1.147)
N (-0.901, 2.256, -0.054)
C (-1.383, 2.922, 1.045)
C (-1.256, 2.496, 2.355)
C (-2.056, 4.121, 0.649)
C (-2.007, 4.167, -0.716)
C (-2.592, 5.212, -1.607)
C (-4.037, 4.910, -2.009)
C (-2.685, 5.106, 1.579)
C (-1.662, 6.036, 2.235)
C (-0.152, 1.243, -4.300)
C (0.834, 0.298, -4.316)
C (1.465, -0.372, -5.493)
C (0.863, -1.755, -5.753)
C (-0.808, 1.921, -5.459)
C (-0.122, 3.237, -5.832)
N (1.936, -0.418, -0.077)
C (4.813, -2.180, -1.706)
C (5.780, -1.134, -2.264)
H (1.885, -1.752, 6.716)
H (1.487, -2.223, 5.065)
H (0.266, -1.457, 6.079)
H (2.832, -0.109, 5.065)
H (1.694, 0.642, 6.143)
H (-0.944, 2.935, 5.154)
H (-0.173, 1.791, 6.217)
H (-2.798, 1.234, 4.719)
H (-2.679, 1.695, 6.419)
H (-2.023, 0.151, 5.870)
H (2.991, -1.057, 3.080)
H (4.997, -1.587, 2.364)
H (5.798, -2.246, 0.968)
H (3.452, -3.614, 2.401)
H (5.150, -4.058, 2.591)
H (4.342, -4.278, 1.037)
H (2.869, -1.173, -3.252)
H (-1.638, 3.235, -3.209)
H (-1.762, 3.080, 3.111)
H (-1.970, 5.329, -2.498)
H (-2.545, 6.172, -1.087)
H (-4.108, 3.968, -2.555)
H (-4.431, 5.706, -2.639)
H (-4.675, 4.822, -1.129)
H (-3.258, 4.572, 2.342)
H (-3.416, 5.695, 1.024)
H (-0.905, 5.471, 2.782)
H (-2.146, 6.718, 2.933)
H (-1.143, 6.632, 1.483)
H (2.543, -0.459, -5.339)
H (1.343, 0.259, -6.375)
H (0.982, -2.401, -4.881)
H (1.341, -2.238, -6.604)
H (-0.206, -1.678, -5.958)
H (-1.863, 2.092, -5.234)
H (-0.795, 1.244, -6.316)
H (-0.130, 3.940, -4.998)
H (-0.620, 3.711, -6.678)
H (0.921, 3.067, -6.103)
H (4.307, -2.697, -2.527)
H (5.372, -2.952, -1.173)
H (5.247, -0.351, -2.805)
H (6.497, -1.591, -2.945)
H (6.335, -0.653, -1.458)
F (-3.610, -0.356, 0.918)
Te (-3.818, 0.425, -0.813)
F (-4.060, 1.610, -2.233)
F (-5.609, 0.289, -0.339)
F (-3.766, 2.010, 0.164)
F (-4.390, -0.861, -2.073)
O (-2.093, -0.078, -1.171)
C (-0.146, -4.754, -1.288)
C (0.772, -3.562, -1.382)
O (0.095, -2.283, -1.309)
P (-0.581, -1.680, -0.015)
O (-1.888, -2.516, 0.142)
C (-3.130, -2.883, -0.475)
C (-3.650, -4.096, 0.261)
O (0.180, -2.300, 1.235)
C (-0.395, -2.678, 2.507)
C (0.399, -3.855, 3.020)
H (0.460, -5.660, -1.338)
H (-0.857, -4.775, -2.114)
H (-0.689, -4.770, -0.346)
H (1.264, -3.524, -2.354)
H (1.542, -3.579, -0.607)
H (-2.941, -3.082, -1.530)
H (-3.858, -2.084, -0.400)
H (-2.971, -4.944, 0.196)
H (-4.603, -4.391, -0.181)
H (-3.822, -3.858, 1.311)
H (-1.440, -2.934, 2.357)
H (-0.328, -1.811, 3.169)
H (0.306, -4.704, 2.342)
H (0.028, -4.157, 4.000)
H (1.454, -3.600, 3.115)

Entry 4:
Density functional theory data (the ωB97M-V functional and the def2-TZVPD basis) for C25H28N2O4 in the gas phase.

Gap between HOMO and LUMO (eV): 8.43
SMILES: COc1ccc(N2C(=O)C[C@]2(/C=C/c2ccccc2OC)C(=O)NC2CCCC2)cc1
Energy above the lowest of the compared OMol25 structures with the same formula, charge and spin (kcal per mole): 45.7
Total charge: 0

Atoms and positions in Å:
C (4.762, 3.661, -1.268)
H (5.464, 4.176, -1.923)
O (3.483, 4.074, -1.683)
C (2.395, 3.607, -0.998)
C (2.444, 2.679, 0.035)
C (1.276, 2.249, 0.638)
C (0.044, 2.731, 0.213)
C (-0.004, 3.682, -0.804)
C (1.159, 4.116, -1.398)
H (1.138, 4.848, -2.190)
H (-0.958, 4.078, -1.115)
N (-1.146, 2.261, 0.776)
C (-2.356, 2.845, 0.983)
O (-2.750, 3.973, 0.866)
C (-2.988, 1.520, 1.413)
H (-3.820, 1.192, 0.796)
H (-3.265, 1.489, 2.465)
C (-1.613, 0.898, 1.078)
C (-1.586, -0.003, -0.121)
C (-0.465, -0.263, -0.791)
C (-0.362, -1.067, -2.000)
C (-1.192, -2.149, -2.260)
C (-1.054, -2.895, -3.417)
C (-0.075, -2.557, -4.332)
C (0.765, -1.480, -4.100)
C (0.634, -0.728, -2.940)
O (1.394, 0.357, -2.631)
C (2.333, 0.824, -3.568)
H (1.861, 1.056, -4.528)
H (3.141, 0.102, -3.725)
H (2.739, 1.739, -3.142)
H (1.521, -1.236, -4.830)
H (0.044, -3.133, -5.238)
H (-1.705, -3.736, -3.601)
H (-1.946, -2.419, -1.535)
H (0.461, 0.196, -0.475)
H (-2.537, -0.398, -0.455)
C (-0.950, 0.240, 2.300)
O (-0.180, 0.810, 3.039)
N (-1.368, -1.028, 2.475)
H (-1.958, -1.450, 1.776)
C (-0.858, -1.903, 3.508)
C (-0.008, -3.026, 2.905)
H (0.656, -2.659, 2.124)
H (0.597, -3.473, 3.693)
C (-1.035, -4.034, 2.378)
H (-0.650, -5.051, 2.426)
H (-1.265, -3.822, 1.333)
C (-2.288, -3.856, 3.258)
H (-2.496, -4.754, 3.837)
H (-3.165, -3.660, 2.641)
C (-1.998, -2.665, 4.185)
H (-2.872, -2.033, 4.337)
H (-1.659, -3.016, 5.159)
H (-0.296, -1.268, 4.196)
H (1.322, 1.548, 1.456)
H (3.385, 2.282, 0.385)
H (4.893, 2.579, -1.378)
H (4.960, 3.947, -0.230)

> Which formula does entry 4 have?

C25H28N2O4

What did the second record say?
Density functional theory data (the ωB97M-V functional and the def2-TZVPD basis) for a molecular structure, C19H21AgN5O.

Gap between HOMO and LUMO (spin up / spin down) (eV): 4.77 / 3.65
Energy above the lowest of the compared OMol25 structures with the same formula, charge and spin (kcal per mole): 20.3
Total charge: -1

Atoms and positions in Å:
Ag (-0.302, -0.896, -0.578)
C (2.485, 0.561, -1.211)
N (1.856, -0.065, -0.048)
C (2.566, -1.288, 0.345)
C (1.909, -1.866, 1.557)
N (2.070, -1.427, 2.772)
C (1.212, -2.202, 3.540)
C (0.959, -2.171, 4.909)
C (0.020, -3.049, 5.415)
C (-0.664, -3.947, 4.580)
C (-0.421, -3.999, 3.222)
C (0.532, -3.118, 2.722)
N (1.026, -2.902, 1.453)
C (1.734, 1.782, -1.624)
N (1.947, 2.983, -1.164)
C (0.984, 3.766, -1.785)
C (0.729, 5.130, -1.671)
C (-0.320, 5.657, -2.401)
C (-1.108, 4.848, -3.235)
C (-0.865, 3.494, -3.367)
C (0.193, 2.972, -2.631)
N (0.719, 1.705, -2.526)
H (2.443, -0.178, -2.016)
H (3.529, 0.835, -1.026)
H (1.824, 0.582, 0.733)
H (3.630, -1.126, 0.544)
H (2.454, -1.982, -0.493)
H (1.481, -1.468, 5.545)
H (-0.204, -3.041, 6.474)
H (-1.405, -4.609, 5.011)
H (-0.954, -4.684, 2.576)
H (0.601, -3.172, 0.568)
H (1.335, 5.747, -1.021)
H (-0.546, 6.713, -2.327)
H (-1.928, 5.294, -3.783)
H (-1.477, 2.867, -4.002)
H (0.282, 0.823, -2.786)
C (-2.602, 0.498, -2.399)
O (-3.141, -0.540, -1.647)
C (-2.332, -1.029, -0.623)
C (-3.069, -2.222, -0.065)
H (-2.219, 1.297, -1.750)
H (-3.382, 0.890, -3.057)
H (-1.759, 0.111, -3.010)
H (-3.349, -2.970, -0.821)
H (-4.006, -1.886, 0.405)
H (-2.465, -2.720, 0.697)